#one
The following is a DFT calculation (ωB97M-V with the def2-TZVPD basis set) of 6 unconnected molecules or ions with the total composition C8H28O10.

```
! wB97M-V def2-TZVPD RIJCOSX def2/J DEFGRID3
* xyz 0 1
O 3.85 1.63 -1.52
C 2.60 1.74 -0.84
C 1.72 2.81 -1.48
O 1.28 2.36 -2.77
H 4.13 0.71 -1.49
H 2.12 0.77 -0.99
H 2.70 1.83 0.24
H 2.32 3.71 -1.60
H 0.82 3.05 -0.93
H 2.04 2.11 -3.31
O -3.86 -3.38 2.06
C -3.80 -1.99 1.77
C -2.97 -1.79 0.50
O -1.68 -2.35 0.67
H -4.59 -3.48 2.68
H -4.79 -1.56 1.57
H -3.35 -1.40 2.56
H -2.85 -0.72 0.36
H -3.49 -2.20 -0.37
H -1.64 -3.27 0.40
O 1.08 1.47 2.22
C 0.17 1.63 3.28
C 0.78 2.53 4.34
O 1.39 3.68 3.75
H 0.81 0.76 1.62
H -0.77 2.06 2.90
H -0.15 0.68 3.72
H 1.61 1.95 4.77
H 0.11 2.83 5.14
H 1.85 3.34 2.97
O -0.33 0.09 -2.45
C 0.24 -0.98 -3.20
C -0.71 -1.72 -4.10
O -1.54 -2.61 -3.37
H 0.23 0.89 -2.47
H 1.07 -0.63 -3.82
H 0.54 -1.69 -2.42
H -0.07 -2.30 -4.78
H -1.34 -1.10 -4.74
H -2.14 -3.07 -3.96
O 0.09 -0.30 0.34
H -0.05 -0.12 -0.60
H -0.53 -1.04 0.56
O 2.75 -1.54 0.91
H 1.96 -0.99 0.78
H 2.41 -2.42 1.09
*
```

Results
Molar mass in g mol⁻¹: 284.3
HOMO energy in eV: -9.5
SMILES string: OCCO.OCCO.OCCO.OCCO.O.O
E_LUMO in eV: 0.43
Gap between HOMO and LUMO in eV: 9.9

#two
The following is a DFT calculation (ωB97M-V with the def2-TZVPD basis set) of 6 unconnected molecules or ions with the total composition C8H28O10.

```
! wB97M-V def2-TZVPD RIJCOSX def2/J DEFGRID3
* xyz 0 1
O 4.82 0.90 -0.29
C 3.55 0.95 0.41
C 2.36 1.17 -0.47
O 2.32 0.10 -1.44
H 4.99 0.05 -0.69
H 3.35 0.11 1.07
H 3.74 1.81 1.05
H 2.58 2.08 -1.03
H 1.35 1.14 -0.05
H 1.65 -0.52 -1.15
O -3.09 1.75 2.80
C -2.05 2.78 2.75
C -1.41 3.08 4.03
O -2.38 3.21 5.04
H -3.46 1.79 3.69
H -1.30 2.57 1.98
H -2.32 3.81 2.54
H -1.05 4.10 3.99
H -0.71 2.29 4.31
H -2.09 2.99 5.93
O 1.44 -3.19 -0.67
C 1.14 -3.15 0.73
C 0.33 -1.83 1.12
O -0.92 -1.68 0.51
H 2.20 -3.75 -0.86
H 0.58 -4.03 1.03
H 2.10 -3.08 1.26
H 1.03 -1.04 0.85
H 0.19 -1.74 2.19
H -1.55 -2.26 0.94
O -0.05 -1.88 -5.74
C -0.16 -1.38 -4.40
C -0.81 -2.34 -3.38
O -0.10 -3.49 -3.04
H 0.53 -2.65 -5.75
H 0.85 -1.10 -4.11
H -0.73 -0.45 -4.46
H -1.71 -2.73 -3.85
H -1.01 -1.67 -2.54
H -0.01 -3.34 -2.10
O -3.39 2.92 -0.70
H -3.01 3.37 0.06
H -2.79 2.20 -0.88
O -1.45 0.98 -0.43
H -1.96 1.13 0.36
H -1.56 0.05 -0.61
*
```

Results
Molar mass in g mol⁻¹: 284.3
HOMO energy in eV: -9.5
SMILES string: OCCO.OCCO.OCCO.OCCO.O.O
E_LUMO in eV: 0.04
Gap between HOMO and LUMO in eV: 9.5

Stability check: which of them is least stable? #two.

#one
The following is a DFT calculation (ωB97M-V with the def2-TZVPD basis set) of 2 unconnected molecules or ions with the total composition C4H6ClO2S.

```
! wB97M-V def2-TZVPD RIJCOSX def2/J DEFGRID3
* xyz -1 1
C -1.00 1.37 -1.84
C -0.81 -1.41 -0.97
C -0.67 0.96 -0.34
C -1.32 -0.30 -0.08
O -2.03 1.90 -2.16
O -0.06 1.06 -2.69
S -2.57 -0.49 1.09
Cl 2.21 0.25 -1.09
H -1.27 -1.23 -2.02
H 0.24 -1.18 -0.90
H -0.81 -2.57 -0.77
H -1.14 1.78 0.25
H 0.47 0.86 -0.29
H 0.76 0.74 -2.21
*
```

Results
Molar mass in g mol⁻¹: 153.6
HOMO energy (spin up / spin down) in eV: -5.2 / -5.2
E_LUMO (spin up / spin down) in eV: 3.06 / 3.06
Gap between HOMO and LUMO (spin up / spin down) in eV: 8.3 / 8.3

#two
The following is a DFT calculation (ωB97M-V with the def2-TZVPD basis set) of a molecular structure, C4H6ClO2S.

```
! wB97M-V def2-TZVPD RIJCOSX def2/J DEFGRID3
* xyz -1 1
C -0.66 0.30 -0.06
C 0.27 -0.47 0.00
C -1.64 1.37 0.02
C 1.00 -1.83 -0.08
O 2.35 1.36 -1.15
O 3.14 0.00 0.75
S 2.16 0.97 0.24
Cl -4.59 0.12 0.12
H -1.27 2.05 -0.73
H -1.51 1.59 1.09
H -2.60 0.79 -0.06
H 1.07 -1.97 -1.17
H 1.99 -1.65 0.54
H 0.30 -2.64 0.49
*
```

Results
Molar mass in g mol⁻¹: 153.6
HOMO energy in eV: -4.4
E_LUMO in eV: 2.28
Gap between HOMO and LUMO in eV: 6.7

Stability check: which of them is least stable? #two.

#one
The following is a DFT calculation (ωB97M-V with the def2-TZVPD basis set) of a molecular structure, C17H23N3O3.

```
! wB97M-V def2-TZVPD RIJCOSX def2/J DEFGRID3
* xyz 0 1
C -5.07 3.11 2.58
C -4.17 2.04 2.51
H -4.77 1.02 2.46
H -3.50 1.99 3.37
O -3.20 2.07 1.15
C -2.06 2.81 1.44
O -1.71 3.45 2.51
N -1.54 2.84 0.20
C -1.73 1.99 -0.95
H -2.59 1.53 -0.75
C -0.58 0.97 -1.00
N 0.64 1.82 -1.30
C 1.93 1.37 -1.89
C 2.27 0.12 -0.69
O 2.94 0.44 0.09
C 2.01 -1.27 -0.91
C 1.41 -1.58 -2.18
C 1.01 -3.02 -2.28
C 0.98 -3.89 -1.25
N 0.86 -5.27 -1.05
H 0.63 -5.83 -2.08
C 1.51 -5.97 0.15
H 2.25 -6.50 -0.17
H 0.80 -6.54 0.67
C 1.62 -4.73 0.74
C 1.68 -3.40 -0.06
C 2.24 -2.04 -0.02
H 2.44 -1.85 1.01
H 1.31 -4.52 1.78
H 2.92 -4.68 1.32
H 0.35 -3.42 -3.23
H 1.09 -1.05 -3.12
H 1.60 0.88 -2.68
H 2.77 2.03 -1.88
C 1.01 2.71 -0.03
C -0.39 3.56 0.38
H -0.24 4.18 1.05
H -0.20 4.36 -0.34
H 1.84 3.25 -0.08
H 1.08 1.88 0.98
H -0.54 0.68 -1.87
H -0.27 0.29 -0.03
H -1.70 2.66 -1.75
H -5.52 3.12 1.52
H -5.78 2.83 3.27
H -4.58 4.17 2.59
*
```

Results
Molar mass in g mol⁻¹: 317.4
HOMO energy in eV: -7.2
E_LUMO in eV: 0.57
Gap between HOMO and LUMO in eV: 7.8

#two
The following is a DFT calculation (ωB97M-V with the def2-TZVPD basis set) of a molecular structure, C17H23N3O3.

```
! wB97M-V def2-TZVPD RIJCOSX def2/J DEFGRID3
* xyz 0 1
C -2.23 0.80 -0.13
C -1.35 -0.28 -0.62
C -3.76 0.57 -0.52
C -4.49 -0.68 0.02
C -4.98 -0.54 1.41
C -5.56 -1.24 -0.91
C 0.49 0.79 0.83
C 1.06 1.94 0.24
C 1.61 -0.06 1.62
C 2.64 -0.85 0.91
C 2.76 -2.21 0.77
C 3.72 -0.31 0.24
C 4.45 -1.30 -0.31
C 4.13 1.01 0.22
C 5.64 -1.01 -1.09
C 5.44 1.34 -0.25
C 5.98 0.35 -1.11
H -2.17 2.87 0.04
H -3.12 2.27 -1.79
H -2.12 0.69 0.95
H -4.41 1.41 -0.23
H -3.68 0.75 -1.71
H -3.64 -1.41 0.06
H -4.01 -0.28 1.89
H -5.21 -1.52 1.84
H -5.84 0.12 1.56
H -6.15 -0.33 -1.55
H -4.95 -2.18 -1.77
H -6.32 -1.90 -0.21
H 0.49 -0.87 -0.64
H -0.37 1.12 1.44
H 0.87 -0.94 2.02
H 1.92 0.65 2.40
H 2.25 -3.02 1.22
H 4.24 -3.33 -0.22
H 3.62 1.71 0.90
H 6.38 -1.72 -1.60
H 5.85 2.45 -0.06
H 6.96 0.54 -1.64
H 0.72 1.38 -1.50
N -1.94 2.10 -0.87
N -0.03 -0.01 -0.29
N 3.83 -2.47 0.00
O -1.58 -1.18 -1.42
O 1.66 2.80 0.90
O 1.21 2.02 -1.01
*
```

Results
Molar mass in g mol⁻¹: 317.4
HOMO energy in eV: -8.0
E_LUMO in eV: 0.14
Gap between HOMO and LUMO in eV: 8.2

Stability check: which of them is least stable? #one.